Below is a structure of composition C26H40Br2F12N2O27S4Zr at a distorted geometry, with properties calculated with wB97M-V/def2-TZVPD.

## Properties
F_max = 8.70 eV/A
Electronic energy = -303181.00006 eV
Highest occupied orbital energy = -5.6 eV

Geometry as ORCA input:
```
! RIJCOSX wB97M-V def2-TZVPD def2/J DEFGRID3
* xyz 0 1
Zr -2.188 -1.463 -1.826
C 0.496 1.818 -0.533
F -0.571 2.039 0.344
F -0.022 2.058 -1.773
F 1.575 2.540 -0.229
S 0.828 -0.036 -0.387
O 1.359 -0.371 -1.660
O 1.733 -0.262 0.763
N -0.821 -0.855 -0.367
S -0.934 -1.035 1.209
O -0.520 -0.015 2.122
O -2.349 -1.439 1.382
C 0.147 -2.557 1.570
F -0.616 -3.599 1.902
F 0.814 -2.948 0.454
F 0.992 -2.239 2.613
C -5.716 1.172 -1.179
F -6.331 0.574 -2.182
F -4.765 1.915 -1.664
F -6.521 1.984 -0.493
S -4.963 -0.044 0.075
O -3.955 0.784 0.710
O -6.027 -0.526 0.921
N -4.060 -1.261 -0.924
S -5.321 -2.382 -1.150
O -6.694 -1.893 -1.199
O -5.036 -3.339 -2.216
C -5.287 -3.448 0.445
F -6.346 -3.231 1.166
F -5.413 -4.721 0.045
F -4.144 -3.362 1.026
C 1.865 -5.437 2.841
C 3.022 -5.568 3.822
O 4.147 -5.129 3.574
O 2.923 -6.097 4.923
H 1.820 -6.291 2.164
H 2.022 -4.489 2.326
H 0.914 -5.234 3.332
C -0.999 -5.470 -0.741
C -1.395 -4.108 -1.308
O -0.758 -3.362 -2.044
O -2.305 -3.400 -0.841
H -1.864 -6.131 -0.720
H -0.859 -5.384 0.336
H -0.119 -6.058 -1.005
Br 0.037 -0.640 5.300
C -1.784 -1.434 5.172
C -1.755 -2.928 5.092
Br -3.401 -3.775 4.397
H -2.221 -1.001 4.273
H -2.444 -1.047 5.948
H -1.517 -3.309 6.085
H -0.908 -3.328 4.534
C 3.138 7.148 -1.671
C 2.286 5.883 -1.449
C 0.880 6.255 -0.882
O 0.036 5.555 -1.756
C 0.788 5.125 -2.821
O 0.286 4.498 -3.741
O 2.042 5.445 -2.648
H 2.769 7.997 -2.246
H 3.965 6.907 -2.338
H 3.420 7.583 -0.712
H 2.846 5.040 -1.045
H 0.611 7.310 -0.845
H 0.730 5.986 0.163
C 3.115 -4.706 -1.329
C 4.111 -3.975 -2.201
C 3.814 -4.010 -3.774
O 4.109 -2.670 -4.090
C 4.120 -1.910 -2.974
O 4.265 -0.684 -2.995
O 4.008 -2.628 -1.898
H 3.288 -4.463 -0.281
H 3.335 -5.773 -1.380
H 2.062 -4.615 -1.595
H 5.095 -4.341 -1.908
H 2.806 -4.390 -3.944
H 4.479 -4.841 -4.008
C 6.596 1.694 -3.169
C 5.544 2.562 -2.501
C 5.120 2.154 -1.058
O 5.238 3.337 -0.270
C 5.699 4.384 -1.046
O 5.876 5.548 -0.644
O 6.040 3.902 -2.336
H 6.939 0.773 -2.697
H 7.500 2.269 -3.372
H 6.210 1.375 -4.137
H 4.692 2.339 -3.142
H 5.893 1.497 -0.659
H 4.144 1.668 -1.046
C -2.874 1.615 3.602
C -3.955 2.597 4.145
C -3.630 3.807 4.969
O -4.140 4.852 4.226
C -4.669 4.396 3.108
O -5.223 5.196 2.402
O -4.510 3.214 2.980
H -1.927 1.981 3.208
H -3.267 0.831 2.954
H -2.498 0.992 4.413
H -4.743 2.077 4.689
H -2.560 3.978 5.082
H -4.096 3.763 5.954
O -0.723 -0.591 -3.247
H -0.634 -0.150 -4.092
H 0.173 -0.670 -2.922
O -2.453 0.860 -1.916
H -1.978 1.511 -2.432
H -3.205 1.335 -1.562
O -1.781 2.715 -3.640
H -2.066 3.169 -4.433
H -0.905 3.058 -3.469
*
```